i) Entry from OMol25: a single C6H10O2 molecule (ωB97M-V/def2-TZVPD).

Structure (XYZ):
```
18
Properties=species:S:1:pos:R:3:mulliken_charge:R:1
C -0.312 0.583 -0.720 -0.476
C 0.975 1.174 -1.398 -0.314
C 1.496 -0.428 0.616 -0.239
C 0.556 -1.042 1.269 0.023
C -0.860 -0.444 1.339 -0.589
C -1.826 -0.763 0.084 -0.422
H -0.114 -0.380 -1.076 0.473
H -0.211 0.961 0.279 0.184
H 1.260 0.825 -2.361 0.246
H 1.363 2.244 -1.145 0.191
H 2.514 -0.863 0.988 0.233
H 0.713 -2.168 1.819 0.219
H -1.448 -0.944 2.396 0.301
H -0.826 0.719 1.656 0.387
H -2.827 -0.574 0.521 0.240
H -1.750 -1.487 -0.680 0.448
O 1.837 0.512 -0.499 -0.383
O -1.693 0.385 -0.693 -0.522
```

* E_HOMO: -8.78 eV
* net charge: 0
* multiplicity: 1
* HOMO-LUMO gap: 0.3560 Eh

=====

ii) Entry from OMol25: a single C6H10O2 molecule (ωB97M-V/def2-TZVPD).

Structure (XYZ):
```
18
Properties=species:S:1:pos:R:3:mulliken_charge:R:1
C 0.556 -0.592 -0.711 -0.326
C 0.072 -0.222 0.614 0.098
C 0.345 1.185 1.106 -1.344
C 2.314 -0.752 -0.224 -0.087
C -1.690 -0.376 0.391 -0.362
C -2.429 -0.219 -0.692 -0.588
O 0.420 0.262 -1.771 -0.519
O 2.750 -1.605 0.492 -0.446
H 0.530 1.175 -1.476 0.370
H 0.294 -1.601 -1.029 0.554
H 0.308 -0.991 1.347 0.421
H 2.987 -0.057 -0.790 0.309
H -2.159 -0.551 1.356 0.298
H 0.040 1.939 0.380 0.373
H 1.406 1.314 1.325 0.344
H -0.224 1.372 2.014 0.377
H -3.512 -0.204 -0.654 0.272
H -2.008 -0.075 -1.678 0.255
```

* E_HOMO: -8.45 eV
* net charge: 0
* multiplicity: 1
* HOMO-LUMO gap: 0.3387 Eh

=====

iii) Entry from OMol25: a single C6H10O2 molecule (ωB97M-V/def2-TZVPD).

Structure (XYZ):
```
18
Properties=species:S:1:pos:R:3:mulliken_charge:R:1
C -1.847 0.010 0.665 -1.369
C -0.332 -0.313 1.000 0.004
C 0.859 1.512 0.973 -0.668
C 1.439 0.908 -0.097 -0.374
C 0.554 -0.387 -0.314 1.298
C -0.226 -0.475 -1.535 -1.477
H -2.476 -0.752 0.101 0.254
H -2.291 0.206 1.600 0.413
H -1.627 1.007 0.201 0.374
H -0.174 -1.354 1.569 0.294
H 1.184 2.321 1.405 0.598
H 2.164 1.256 -0.907 0.350
H 0.300 -0.080 -2.454 0.324
H -0.389 -1.614 -1.546 0.298
H -1.101 0.117 -1.515 0.372
H 2.349 -1.443 -0.621 0.320
O 0.143 0.679 1.745 -0.394
O 1.471 -1.598 -0.268 -0.618
```

* E_HOMO: -8.79 eV
* net charge: 0
* multiplicity: 1
* HOMO-LUMO gap: 0.3580 Eh

=====

Tell me which of them is the most stable. Sure, it is iii).

=====

i) Entry from OMol25: 3 unconnected molecules or ions with the total composition C6H10O2 (ωB97M-V/def2-TZVPD).

Structure (XYZ):
```
18
Properties=species:S:1:pos:R:3:mulliken_charge:R:1
C 1.811 -0.255 0.590 -0.773
C -0.257 1.825 -0.305 -1.194
C 2.348 -0.916 -0.645 -0.841
C -2.644 -0.191 0.116 0.064
C -0.174 0.474 0.209 0.598
C -0.405 -0.671 0.585 -0.283
O -3.316 -1.317 0.515 -0.387
O -3.245 0.723 -0.400 -0.544
H -4.276 -1.165 0.384 0.309
H -0.485 -1.684 0.906 0.444
H 2.153 0.762 0.762 0.368
H 1.902 -0.823 1.513 0.387
H 0.221 2.538 0.368 0.331
H 0.194 1.889 -1.296 0.288
H -1.318 2.082 -0.385 0.338
H 3.443 -0.990 -0.610 0.316
H 1.958 -1.929 -0.762 0.294
H 2.090 -0.353 -1.545 0.284
```

* E_HOMO (alpha / beta): -6.66 / -6.66 eV
* net charge: 0
* multiplicity: 1
* HOMO-LUMO gap (alpha / beta): 0.2631 / 0.2626 Eh

=====

ii) Entry from OMol25: a single C6H10O2 molecule (ωB97M-V/def2-TZVPD).

Structure (XYZ):
```
18
Properties=species:S:1:pos:R:3:mulliken_charge:R:1
C 0.675 -1.054 1.228 -1.165
C 0.225 -0.749 -0.278 0.575
C 0.906 0.429 -1.159 -0.692
C 0.138 1.729 0.551 -0.143
C -1.109 0.125 -0.272 -0.313
C -1.227 -1.391 -0.570 -0.656
H 1.695 -0.669 1.201 0.261
H -0.220 -0.387 1.808 0.324
H 0.732 -2.175 1.365 0.350
H 0.667 0.329 -2.178 0.396
H 1.954 0.207 -0.959 0.388
H 0.925 1.376 1.248 0.269
H -0.102 2.781 0.869 0.258
H -1.379 0.553 -1.137 0.508
H -1.611 -1.484 -1.725 0.197
H -1.544 -2.299 0.009 0.302
O 0.491 1.631 -0.762 -0.371
O -1.216 1.049 0.761 -0.490
```

* E_HOMO: -8.62 eV
* net charge: 0
* multiplicity: 1
* HOMO-LUMO gap: 0.3509 Eh

=====

iii) Entry from OMol25: a single C6H10O2 molecule (ωB97M-V/def2-TZVPD).

Structure (XYZ):
```
18
Properties=species:S:1:pos:R:3:mulliken_charge:R:1
O 1.364 1.131 0.845 -0.542
C 1.247 0.481 -0.143 0.377
O 2.313 -0.195 -0.655 -0.467
C 0.186 0.716 -1.154 -0.304
C -0.926 -0.189 -1.067 -0.874
C -1.232 -0.631 0.357 1.014
C -0.701 -1.720 0.952 -1.224
C -2.243 0.326 0.908 -1.521
H 3.077 -0.428 -0.211 0.330
H -0.160 1.797 -1.021 0.271
H 0.696 0.659 -2.066 0.355
H -1.775 0.392 -1.466 0.291
H -0.888 -1.115 -1.696 0.390
H -0.854 -1.985 1.911 0.386
H -0.063 -2.412 0.545 0.369
H -1.765 1.090 1.484 0.311
H -2.824 0.867 0.284 0.444
H -2.856 -0.250 1.595 0.393
```

* E_HOMO: -9.39 eV
* net charge: 0
* multiplicity: 1
* HOMO-LUMO gap: 0.3737 Eh

=====

Tell me which of them is the most stable. Sure, it is iii).

=====

i) Entry from OMol25: a single C4H7NO4 molecule (ωB97M-V/def2-TZVPD).

Structure (XYZ):
```
16
Properties=species:S:1:pos:R:3:mulliken_charge:R:1
C 0.121 -0.544 -0.074 0.433
C -0.614 -1.515 -1.149 0.363
C -0.689 0.566 0.487 -0.625
C -0.099 1.778 1.341 0.333
H 1.706 0.766 -1.125 0.221
H 2.204 -0.711 -0.468 0.145
H 0.456 -1.178 0.744 0.252
H -1.326 0.135 1.189 0.334
H -1.094 1.283 -0.283 0.268
H 1.546 1.355 0.657 0.531
H -2.328 -2.562 -1.159 0.381
N 1.450 -0.071 -0.628 -0.620
O -0.157 -1.676 -2.261 -0.528
O -0.789 2.357 2.121 -0.506
O 1.220 2.165 1.130 -0.529
O -1.607 -2.148 -0.523 -0.451
```

* E_HOMO: -9.97 eV
* net charge: 0
* multiplicity: 1
* HOMO-LUMO gap: 0.3770 Eh

=====

ii) Entry from OMol25: a molecular structure, C4H7NO4 (ωB97M-V/def2-TZVPD).

Structure (XYZ):
```
16
Properties=species:S:1:pos:R:3:mulliken_charge:R:1
C -0.250 -0.906 -1.495 -1.376
C 0.777 -0.442 1.805 0.289
C -0.636 0.101 0.863 0.629
C -0.002 0.176 -0.489 0.721
N 0.275 1.436 -0.905 -0.363
O -0.353 1.062 1.707 -0.740
O 1.703 -0.335 0.495 -0.523
O -1.714 -0.773 0.975 -0.481
O 1.153 -0.950 2.792 -0.478
H 2.005 0.585 0.386 0.370
H -2.475 -0.220 1.208 0.339
H 0.113 2.160 -0.207 0.255
H 0.370 1.628 -1.892 0.246
H -1.284 -0.842 -1.841 0.310
H -0.092 -1.887 -1.044 0.332
H 0.411 -0.795 -2.358 0.469
```

* E_HOMO (alpha / beta): -7.26 / -7.26 eV
* net charge: 0
* multiplicity: 1
* HOMO-LUMO gap (alpha / beta): 0.2676 / 0.2676 Eh

=====

Tell me which of them is the most stable. Sure, it is i).

=====

i) Entry from OMol25: 2 unconnected molecules or ions with the total composition C4H7NO4 (ωB97M-V/def2-TZVPD).

Structure (XYZ):
```
16
Properties=species:S:1:pos:R:3:mulliken_charge:R:1
C 1.126 -0.360 1.793 -1.047
C 0.588 -1.404 0.889 -0.523
C -0.794 -1.159 0.180 0.626
O -1.878 -1.382 0.617 -0.480
C -0.574 -0.254 -1.035 -0.313
O -0.698 0.743 -0.169 -0.415
O -1.352 2.025 -1.873 -0.180
N -0.570 3.048 -1.962 0.522
O -0.626 3.797 -2.928 -0.363
H 2.006 -0.763 2.275 0.375
H 1.431 0.550 1.292 0.283
H 0.422 -0.165 2.589 0.312
H 1.301 -1.572 0.079 0.286
H 0.423 -2.304 1.472 0.312
H 0.456 -0.230 -1.401 0.273
H -1.262 -0.571 -1.817 0.332
```

* E_HOMO (alpha / beta): -9.70 / -10.12 eV
* net charge: 0
* multiplicity: 1
* HOMO-LUMO gap (alpha / beta): 0.2472 / 0.3072 Eh

=====

ii) Entry from OMol25: a single C4H7NO4 molecule (ωB97M-V/def2-TZVPD).

Structure (XYZ):
```
16
Properties=species:S:1:pos:R:3:mulliken_charge:R:1
C -0.241 0.757 -1.400 0.008
C -1.020 -0.174 -0.446 -0.727
C 1.109 -0.685 1.001 0.402
C -0.388 -0.395 0.885 0.883
O 0.595 -0.036 -2.198 -0.569
O 0.446 1.716 -0.647 -0.516
O 1.491 -0.840 2.252 -0.514
N -0.982 -0.487 1.999 -0.796
O 1.851 -0.819 0.061 -0.640
H 1.066 2.177 -1.226 0.326
H 1.287 -0.415 -1.614 0.430
H 0.689 -0.744 2.815 0.427
H -0.948 1.228 -2.102 0.360
H -1.989 -0.352 1.985 0.263
H -0.927 -1.127 -1.057 0.268
H -2.038 0.196 -0.308 0.393
```

* E_HOMO: -10.51 eV
* net charge: 0
* multiplicity: 1
* HOMO-LUMO gap: 0.3895 Eh

=====

Tell me which of them is the most stable. Sure, it is ii).